Density functional theory data (wB97M-V/def2-TZVPD) for an isolated molecule of C18H21N3O2.

XYZ file:
```
44
Properties=species:S:1:pos:R:3:forces:R:3:lowdin_charge:R:1
C 1.590484 6.234573 -0.902455 0.05 -0.03 0.04 -0.07
C -1.323169 0.445204 -0.773948 0.20 -0.34 0.21 -0.23
N -1.624740 1.658349 -1.414244 -0.32 -0.01 -0.13 0.15
C -0.245172 -5.663938 0.854301 -0.18 -0.09 -0.14 -0.19
H 3.658980 6.782649 -0.934865 0.06 0.06 0.00 0.10
H 0.911314 -6.850790 3.746731 0.07 -0.06 0.03 0.08
H 0.758935 -5.442784 0.451779 -0.04 0.00 0.00 0.13
H -0.051672 -2.517344 2.882184 0.05 -0.04 -0.02 0.12
H 2.806231 2.593853 -1.128265 0.03 -0.11 -0.02 0.12
C 0.963967 -6.630365 2.681962 -0.09 0.01 0.02 -0.11
C -0.323218 0.289184 0.178657 -0.09 0.11 -0.06 -0.01
O -1.381653 3.733925 -2.222665 0.13 0.14 0.01 0.10
H 0.120181 -4.705048 3.988201 -0.04 0.00 -0.01 0.12
H 0.705095 -1.021987 1.480767 0.08 -0.03 0.07 0.10
H -2.182333 -4.719730 0.872049 -0.02 -0.03 -0.12 0.13
H -0.388649 5.411447 -0.888266 -0.03 0.00 -0.01 0.11
H 0.969982 -7.572754 2.135197 0.09 -0.07 0.01 0.08
H -2.538811 -2.708224 -0.761191 -0.06 -0.09 -0.01 0.10
C 0.667698 5.202444 -0.926039 -0.22 -0.13 0.03 -0.01
H -1.462267 -4.511961 3.225479 0.10 0.13 0.10 0.12
C -1.892027 -1.886523 -0.498901 0.06 -0.12 0.10 -0.02
C -0.391430 -4.636646 3.027000 -0.11 0.24 0.01 -0.17
N -0.642071 -3.277799 1.034746 0.04 -0.33 0.18 -0.10
H 1.185961 -3.501152 2.069229 -0.02 0.09 0.10 0.13
C 2.947615 5.970716 -0.955505 0.10 0.07 -0.01 -0.10
C 2.481785 3.621211 -1.066239 -0.36 -0.17 -0.01 -0.01
C -0.872798 -2.061511 0.447158 -0.04 0.30 -0.16 -0.23
N -0.208304 -5.880033 2.292735 0.00 0.01 -0.07 -0.23
H -0.600740 -6.584195 0.379840 0.07 0.09 -0.09 0.12
C -1.171896 -4.508518 0.493104 0.00 -0.18 -0.07 -0.15
H -1.220051 -4.428366 -0.596052 -0.04 -0.04 0.08 0.12
C 0.106348 -3.405536 2.264433 0.14 -0.10 0.18 -0.15
C -0.930829 2.813955 -1.583396 -0.32 0.14 -0.39 -0.53
C -2.104135 -0.662629 -1.095051 0.18 0.26 0.01 -0.03
H -2.493012 1.654903 -1.934195 0.23 0.20 0.10 0.16
H 1.909055 -6.104003 2.472855 0.04 0.01 -0.01 0.09
O 0.283629 2.789347 -0.993365 0.01 -0.20 0.16 0.07
H 4.448921 4.446533 -1.072366 0.07 -0.03 0.00 0.10
C -0.098803 -0.938836 0.767012 -0.07 -0.19 0.04 -0.02
C 3.391223 4.660697 -1.033342 0.02 0.06 0.01 -0.09
H 1.239909 7.253724 -0.837440 -0.04 0.07 0.00 0.10
C 1.119528 3.894590 -1.017007 0.32 0.36 -0.08 -0.22
H 0.293115 1.124944 0.461755 0.02 0.01 0.03 0.11
H -2.900191 -0.559678 -1.819541 -0.08 0.00 -0.09 0.11
```
Positions in Å, forces in eV/Å.

M	311.38	g/mol
HOMO	-7.3	eV
ΔE to the lowest compared entry with this formula, charge and spin	41.5	kcal per mole
SMILES	CN1CCN(c2ccc(NC(=O)Oc3ccccc3)cc2)CC1